# 1
The following is a quantum chemistry calculation of a single C4H7N3S molecule, from the Open Molecules 2025 dataset.

Positions of all 15 atoms, in Å:
C 2.251 -0.567 0.547
N 1.765 -0.447 -0.831
N 0.816 0.691 -0.916
C -0.288 0.205 -0.448
C -1.398 1.044 0.148
C -2.690 0.116 -0.156
N -2.503 -1.121 -0.432
S -0.805 -1.450 -0.237
H 2.578 0.341 1.179
H 1.205 -0.993 1.012
H 3.117 -1.327 0.451
H 2.344 -0.168 -1.471
H -1.309 1.041 1.375
H -1.322 2.275 -0.208
H -3.760 0.360 -0.013

Cartesian forces (eV/Å) of the 2 atoms listed first:
-1.27 -1.58 0.74
-4.41 0.40 3.09

Its HOMO-LUMO gap is 0.346 Eh. The HOMO energy is -8.880 eV. The calculation puts the LUMO energy at 0.54 eV. The energy relative to the best compared isomer or geometry (same formula, charge and spin) is 494.14 kJ/mol. Its SMILES is CN/N=C1/CC=NS1.

Atomic partial charges in e from the Löwdin method, atoms 1 to 5: atom 1 (C): -0.1418, atom 2 (N): -0.1592, atom 3 (N): 0.0512, atom 4 (C): -0.6932, atom 5 (C): -0.1621

***

# 2
The following is a quantum chemistry calculation of a single C4H7N3S molecule, from the Open Molecules 2025 dataset.

Positions of all 15 atoms, in Å:
H 0.179 3.068 -0.226
N -0.316 2.226 -0.047
C 0.537 1.300 0.043
N 0.091 0.010 0.281
C 0.969 -1.111 0.408
C 2.001 -1.255 -0.422
N -1.252 -0.120 0.607
C -2.228 -0.292 -0.342
S -3.817 -0.356 -0.057
H 1.617 1.338 -0.006
H 0.743 -1.781 1.234
H 2.191 -0.584 -1.287
H 2.621 -2.149 -0.368
H -1.504 0.172 1.524
H -1.832 -0.468 -1.344

Cartesian forces (eV/Å) of the 2 atoms listed first:
0.28 1.14 -0.10
0.10 -0.24 -0.10

Its HOMO-LUMO gap is 0.340 Eh. The HOMO energy is -8.524 eV. The calculation puts the LUMO energy at 0.74 eV. The energy relative to the best compared isomer or geometry (same formula, charge and spin) is 277.20 kJ/mol. Its SMILES is [H]/N=C/N(C=C)NC=S.

Atomic partial charges in e from the Löwdin method, atoms 1 to 5: atom 1 (H): 0.0310, atom 2 (N): 0.1142, atom 3 (C): -0.2513, atom 4 (N): -0.1461, atom 5 (C): -0.1456

***

# 3
The following is a quantum chemistry calculation of a 2-piece molecular cluster, C4H7N3S overall, from the Open Molecules 2025 dataset.

Positions of all 15 atoms, in Å:
C 1.357 -1.263 -1.077
C 0.417 -0.515 -0.129
C -0.791 0.335 1.620
C -0.629 0.283 -0.625
H 2.368 -0.839 -1.566
H 0.618 -1.574 -2.146
H 1.373 -2.291 -0.683
H 1.342 -0.292 2.029
H -1.341 1.999 2.800
H -2.058 1.557 0.093
H 0.393 1.428 -2.463
N 0.121 -0.720 1.216
N -0.946 0.842 2.804
N -1.494 0.601 0.393
S -0.732 0.448 -2.266

Cartesian forces (eV/Å) of the 2 atoms listed first:
-1.73 -1.54 -2.82
-1.90 1.52 -2.54

Its HOMO-LUMO gap is 0.276 Eh. The HOMO energy is -7.688 eV. The calculation puts the LUMO energy at -0.17 eV. The energy relative to the best compared isomer or geometry (same formula, charge and spin) is 657.80 kJ/mol.

Atomic partial charges in e from the Löwdin method, atoms 1 to 5: atom 1 (C): -0.1129, atom 2 (C): -0.4177, atom 3 (C): -0.5277, atom 4 (C): -0.7996, atom 5 (H): 0.1111

***

# 4
The following is a quantum chemistry calculation of C4H7N4O2 as an isolated structure, from the Open Molecules 2025 dataset.

Positions of all 17 atoms, in Å:
C -1.310 -1.120 -0.725
C -1.946 0.095 -0.923
C -0.709 1.254 0.599
C 1.328 0.208 -0.041
N -0.892 -0.514 1.457
N 2.524 0.474 -0.494
N 0.947 -1.047 0.055
N -0.536 -1.264 0.452
O 0.627 1.266 0.126
O -1.714 1.279 -0.312
H -1.618 -2.023 -1.196
H -2.844 0.278 -1.553
H -0.985 2.094 1.276
H 3.226 -0.135 -0.880
H 2.676 1.414 -0.481
H 1.563 -1.753 0.375
H -0.337 -0.505 2.266

Cartesian forces (eV/Å) of the 2 atoms listed first:
-2.05 3.34 0.37
-0.81 -2.20 -1.16

Its HOMO-LUMO gap is 0.365 Eh. As for the total charge: +1. The HOMO energy is -13.289 eV. The calculation puts the LUMO energy at -3.35 eV. The energy relative to the best compared isomer or geometry (same formula, charge and spin) is 246.37 kJ/mol.

Atomic partial charges in e from the Löwdin method, atoms 1 to 5: atom 1 (C): -0.0383, atom 2 (C): -0.0510, atom 3 (C): -0.1178, atom 4 (C): -0.4252, atom 5 (N): 0.1382

***

# 5
The following is a quantum chemistry calculation of C4H7N5O as an isolated structure, from the Open Molecules 2025 dataset.

Positions of all 17 atoms, in Å:
C -3.213 0.627 0.180
C -1.348 0.110 -0.134
C 1.251 -0.956 -0.191
C 1.470 1.421 -0.064
N -2.068 1.184 -0.018
N -3.272 -0.708 0.287
N -1.928 -1.032 0.033
N 2.623 -1.131 0.115
N 0.746 0.245 -0.454
O 0.591 -1.991 -0.224
H -4.055 1.314 0.351
H 1.011 2.095 0.617
H 2.418 1.229 0.264
H 1.580 1.994 -0.971
H -1.697 -1.987 -0.107
H 3.178 -0.290 -0.036
H 2.712 -2.124 0.353

Cartesian forces (eV/Å) of the 2 atoms listed first:
-4.48 -0.85 1.59
6.15 1.39 -0.75

Its HOMO-LUMO gap (spin up / spin down) is 0.332 / 0.332 Eh. The HOMO energy (spin up / spin down) is -9.630 / -9.631 eV. The calculation puts the LUMO energy (spin up / spin down) at -0.61 / -0.61 eV. The energy relative to the best compared isomer or geometry (same formula, charge and spin) is 336.10 kJ/mol.

Atomic partial charges in e from the Löwdin method, atoms 1 to 5: atom 1 (C): -0.2806, atom 2 (C): -0.1011, atom 3 (C): -0.6572, atom 4 (C): -0.0936, atom 5 (N): 0.1189

***

# 6
The following is a quantum chemistry calculation of C4H7N5O2 as an isolated structure, from the Open Molecules 2025 dataset.

Positions of all 18 atoms, in Å:
C -0.077 -0.353 0.081
C 3.606 0.037 0.112
C -2.536 0.543 0.339
C 2.456 0.896 -0.636
N 0.469 2.014 0.171
N -0.730 1.821 0.340
N 1.249 0.997 0.036
N -1.088 0.403 0.333
N 0.463 -1.442 -0.027
O 4.783 0.230 0.151
O 3.027 -1.017 0.646
H -2.928 -0.353 -0.040
H -2.869 0.899 1.340
H -2.630 1.400 -0.258
H 2.953 1.862 -0.929
H 2.306 0.298 -1.532
H 2.071 -1.032 0.653
H -0.148 -2.225 -0.078

Cartesian forces (eV/Å) of the 2 atoms listed first:
2.45 3.15 0.08
-2.10 0.80 -0.21

Its HOMO-LUMO gap is 0.351 Eh. The HOMO energy is -9.149 eV. The calculation puts the LUMO energy at 0.39 eV. The energy relative to the best compared isomer or geometry (same formula, charge and spin) is 324.38 kJ/mol.

Atomic partial charges in e from the Löwdin method, atoms 1 to 5: atom 1 (C): -0.2473, atom 2 (C): -0.5052, atom 3 (C): -0.0139, atom 4 (C): -0.0951, atom 5 (N): -0.0192

***

# 7
The following is a quantum chemistry calculation of a single C4H7NO molecule, from the Open Molecules 2025 dataset.

Positions of all 13 atoms, in Å:
C 0.196 1.412 -0.255
C 0.263 0.132 0.014
C 1.546 -0.599 0.314
C -0.776 -0.795 -0.390
N -2.029 -0.848 -0.203
O -2.700 0.261 0.376
H -0.715 1.899 -0.695
H 1.007 2.160 -0.166
H 1.911 -1.020 -0.763
H 1.559 -1.738 0.891
H 2.266 0.020 0.816
H -0.410 -1.837 -0.650
H -2.118 0.954 0.711

Cartesian forces (eV/Å) of the 2 atoms listed first:
-0.65 2.97 -0.56
0.71 -1.28 -0.33

Its HOMO-LUMO gap is 0.375 Eh. The HOMO energy is -9.600 eV. The calculation puts the LUMO energy at 0.60 eV. The energy relative to the best compared isomer or geometry (same formula, charge and spin) is 411.14 kJ/mol. Its SMILES is C=C(C)/C=N\O.

Atomic partial charges in e from the Löwdin method, atoms 1 to 5: atom 1 (C): 0.0419, atom 2 (C): -0.4021, atom 3 (C): -0.0937, atom 4 (C): -0.1866, atom 5 (N): 0.0196

***

# 8
The following is a quantum chemistry calculation of a single C4H7NO molecule, from the Open Molecules 2025 dataset.

Positions of all 13 atoms, in Å:
C 0.819 0.399 -1.004
C -0.623 0.486 -0.319
C -1.376 -0.700 0.211
N -0.730 0.242 1.122
C 0.630 -0.122 1.318
O 1.079 -1.237 1.267
H 1.092 1.427 -1.248
H 0.636 -0.205 -1.880
H 1.760 -0.031 -0.597
H -1.143 1.354 -0.722
H -2.470 -0.742 0.263
H -0.894 -1.669 0.133
H 1.221 0.797 1.458

Cartesian forces (eV/Å) of the 2 atoms listed first:
-0.72 0.17 -0.64
0.89 0.06 -0.83

Its HOMO-LUMO gap is 0.407 Eh. The HOMO energy is -10.032 eV. The calculation puts the LUMO energy at 1.05 eV. The energy relative to the best compared isomer or geometry (same formula, charge and spin) is 271.43 kJ/mol. Its SMILES is C[C@H]1CN1C=O.

Atomic partial charges in e from the Löwdin method, atoms 1 to 5: atom 1 (C): -0.0565, atom 2 (C): -0.2554, atom 3 (C): -0.0765, atom 4 (N): -0.0105, atom 5 (C): -0.3758

***

# 9
The following is a quantum chemistry calculation of a 2-piece molecular cluster, C4H7NO overall, from the Open Molecules 2025 dataset.

Positions of all 13 atoms, in Å:
C 2.358 0.479 -0.020
C -1.075 -0.826 0.251
C 2.810 -0.864 -0.253
C -2.721 0.880 -0.073
N 2.010 1.548 0.186
O -1.608 0.056 -0.469
H -1.547 -0.923 1.262
H 3.584 -0.870 -1.020
H 1.963 -1.468 -0.570
H 3.220 -1.266 0.674
H -2.699 1.080 1.000
H -3.649 0.368 -0.329
H -2.647 1.806 -0.638

Cartesian forces (eV/Å) of the 2 atoms listed first:
-0.01 0.19 0.06
1.26 -1.46 0.55

Its HOMO-LUMO gap is 0.338 Eh. The HOMO energy is -8.334 eV. The calculation puts the LUMO energy at 0.85 eV. The energy relative to the best compared isomer or geometry (same formula, charge and spin) is 429.18 kJ/mol.

Atomic partial charges in e from the Löwdin method, atoms 1 to 5: atom 1 (C): -0.3138, atom 2 (C): -0.0017, atom 3 (C): -0.0807, atom 4 (C): -0.0521, atom 5 (N): 0.1264

***

# 10
The following is a quantum chemistry calculation of a single C4H7NO molecule, from the Open Molecules 2025 dataset.

Positions of all 13 atoms, in Å:
C 0.257 1.608 0.014
C 0.085 0.206 -0.543
C 0.777 -0.938 0.238
C -0.638 -1.475 0.498
O -1.111 -2.427 1.065
N -1.192 -0.426 -0.202
H -0.339 2.336 -0.544
H -0.069 1.633 1.058
H 1.305 1.916 -0.033
H 0.290 0.180 -1.621
H 1.365 -1.619 -0.383
H 1.349 -0.650 1.121
H -2.080 -0.343 -0.668

Cartesian forces (eV/Å) of the 2 atoms listed first:
0.00 0.01 0.00
0.16 0.13 -0.12

Its HOMO-LUMO gap is 0.392 Eh. The HOMO energy is -9.726 eV. The calculation puts the LUMO energy at 0.93 eV. The energy relative to the best compared isomer or geometry (same formula, charge and spin) is 70.32 kJ/mol. Its SMILES is C[C@H]1CC(=O)N1.

Atomic partial charges in e from the Löwdin method, atoms 1 to 5: atom 1 (C): -0.0640, atom 2 (C): -0.3536, atom 3 (C): -0.0285, atom 4 (C): -0.4811, atom 5 (O): 0.0727

***

# 11
The following is a quantum chemistry calculation of a 2-piece molecular cluster, C4H7NO overall, from the Open Molecules 2025 dataset.

Positions of all 13 atoms, in Å:
C -1.419 -0.823 0.819
C -0.366 0.286 0.636
C -0.554 0.672 -0.794
O 0.224 0.502 -1.702
H -2.430 -0.604 0.422
H -1.106 -1.765 0.350
H -1.507 -0.962 1.884
H -0.575 1.152 1.291
H 0.650 -0.087 0.860
H -1.563 1.052 -1.029
C 2.860 0.178 -0.923
N 3.731 0.014 -0.168
H 2.071 0.383 -1.619

Cartesian forces (eV/Å) of the 2 atoms listed first:
-0.17 -0.27 0.24
-0.01 -0.05 -0.24

Its HOMO-LUMO gap is 0.412 Eh. The HOMO energy is -10.461 eV. The calculation puts the LUMO energy at 0.75 eV. The energy relative to the best compared isomer or geometry (same formula, charge and spin) is 179.69 kJ/mol. Its SMILES is CCC=O.C#N.

Atomic partial charges in e from the Löwdin method, atoms 1 to 5: atom 1 (C): -0.1017, atom 2 (C): -0.2008, atom 3 (C): -0.2740, atom 4 (O): 0.0038, atom 5 (H): 0.0832

***

# 12
The following is a quantum chemistry calculation of a 2-piece molecular cluster, C4H7NO overall, from the Open Molecules 2025 dataset.

Positions of all 13 atoms, in Å:
C 0.479 -0.711 0.324
C -0.969 -1.040 -0.080
O -1.823 0.122 -0.125
C -1.169 1.298 -0.151
N 0.060 1.390 -0.484
C 0.778 0.303 -0.764
H 0.485 -0.317 1.348
H 1.091 -1.615 0.270
H -1.003 -1.502 -1.072
H -1.421 -1.716 0.647
H -1.796 2.154 0.070
H 2.904 0.915 0.297
H 2.643 0.735 -0.385

Cartesian forces (eV/Å) of the 2 atoms listed first:
0.00 -0.03 0.06
0.04 -0.19 -0.08

Its HOMO-LUMO gap is 0.301 Eh. The HOMO energy is -8.092 eV. The calculation puts the LUMO energy at 0.11 eV. The energy relative to the best compared isomer or geometry (same formula, charge and spin) is 491.14 kJ/mol.

Atomic partial charges in e from the Löwdin method, atoms 1 to 5: atom 1 (C): -0.2233, atom 2 (C): -0.1618, atom 3 (O): -0.0466, atom 4 (C): -0.2102, atom 5 (N): 0.0472